Record 1
This record from the Open Molecules 2025 dataset describes C21H13BCl2F4N2O5ReS6 as an isolated structure. The level of theory is wB97M-V/def2-TZVPD.

M: 909.66 g mol⁻¹
E_HOMO (spin up / spin down): -2.2 / -2.5 eV
charge: -2
DFT total energy: -5106.3446 a.u.
energy relative to the best compared isomer or geometry (same formula, charge and spin): 1.1007 eV
2S+1: 4
frontier orbital gap (spin up / spin down): 0.218 / 0.228 Ha

```
55
Properties=species:S:1:pos:R:3:forces:R:3:mulliken_spin:R:1
Re 0.899 1.772 1.573 0.279 0.379 0.209 2.533
S 5.581 3.323 7.029 0.057 0.007 0.076 -0.003
C 4.548 2.959 5.783 -0.109 -0.022 -0.134 -0.001
S 4.638 3.671 4.222 0.005 0.019 0.003 0.002
C 3.288 2.844 3.483 0.117 0.154 -0.102 0.025
C 2.646 1.976 4.277 -0.104 -0.136 0.157 0.038
S 1.294 0.991 3.784 -0.110 -0.122 -0.267 0.009
S 3.256 1.831 5.906 0.016 -0.009 0.031 0.002
S 2.871 3.173 1.831 -0.079 0.052 -0.074 0.035
Cl 4.567 -1.231 0.790 -0.038 -0.019 -0.071 0.004
C 3.276 -1.298 -0.372 0.085 -0.051 0.012 0.012
C 3.365 -2.232 -1.414 0.064 -0.009 0.049 -0.013
C 2.364 -2.341 -2.332 -0.001 -0.011 0.025 0.028
Cl 2.503 -3.536 -3.610 -0.027 0.036 0.028 0.002
C 1.229 -1.502 -2.261 -0.053 0.037 -0.010 0.008
C 0.146 -1.534 -3.166 0.031 0.098 -0.025 0.003
C -0.883 -0.651 -3.019 0.123 0.099 -0.151 -0.003
C -0.839 0.276 -1.960 0.193 0.110 -0.093 0.013
N 0.132 0.309 -1.091 0.109 0.185 -0.073 0.032
C 1.162 -0.552 -1.213 -0.151 0.104 -0.086 0.006
C 2.194 -0.441 -0.222 0.162 -0.024 0.491 -0.009
O 2.145 0.374 0.789 -0.310 0.135 -0.326 0.043
H 4.237 -2.869 -1.476 -0.021 0.013 0.018 -0.001
H 0.148 -2.262 -3.967 0.014 0.003 -0.026 0.000
H -1.718 -0.646 -3.710 0.019 -0.001 0.033 0.000
H -1.626 1.015 -1.838 0.058 -0.026 -0.028 -0.003
C -3.902 -3.169 -3.062 0.042 0.051 0.065 0.000
C -3.200 -2.526 -1.893 -0.125 -0.088 0.097 0.003
C -3.671 -1.337 -1.343 -0.025 -0.040 0.048 -0.003
C -3.058 -0.767 -0.237 -0.096 -0.166 0.081 0.002
C -1.951 -1.384 0.331 -0.196 -0.228 0.118 0.002
C -1.463 -2.565 -0.210 0.026 0.072 -0.033 0.001
C -2.085 -3.126 -1.316 -0.094 -0.028 0.034 -0.002
S -1.194 -0.768 1.829 -0.135 0.127 -0.396 0.019
O 0.086 -1.415 1.889 0.077 -0.004 0.129 0.007
O -2.166 -1.036 2.863 -0.026 0.128 -0.002 0.002
N -0.977 0.805 1.611 -0.119 0.098 0.280 0.104
C -2.114 1.702 1.870 0.365 -0.206 -0.096 0.012
C -1.627 3.048 2.383 0.174 0.060 -0.085 0.006
O -2.433 3.885 2.737 0.074 0.011 0.093 0.016
O -0.333 3.216 2.345 0.061 -0.200 -0.285 -0.002
H -4.538 -2.451 -3.581 0.012 -0.011 -0.011 0.000
H -4.539 -3.990 -2.720 0.011 0.008 -0.038 0.000
H -3.190 -3.581 -3.778 0.007 0.015 0.008 0.000
H -4.527 -0.844 -1.793 0.017 -0.012 0.022 0.000
H -3.439 0.157 0.176 -0.021 -0.037 0.001 0.000
H -0.582 -3.013 0.231 -0.040 -0.011 -0.027 0.001
H -1.692 -4.043 -1.743 0.012 0.039 0.006 0.000
H -2.811 1.274 2.587 -0.045 -0.017 0.051 0.001
H -2.653 1.940 0.948 -0.042 -0.071 -0.039 -0.002
F 1.850 4.615 -1.665 -0.086 -0.281 0.021 0.000
B 1.350 3.317 -1.633 0.183 0.025 -0.364 0.035
F 0.286 3.167 -2.532 0.190 -0.024 0.242 0.001
F 2.345 2.363 -1.839 -0.270 0.215 0.049 -0.004
F 0.803 3.106 -0.271 -0.259 -0.423 0.363 0.036
```
Forces are in eV/Å.



Record 2
This record from the Open Molecules 2025 dataset describes the molecule C23H34N2O5. The level of theory is wB97M-V/def2-TZVPD.

M: 418.53 g mol⁻¹
E_HOMO: -8.8 eV
DFT total energy: -1382.5586 a.u.
SMILES: COCCC(=O)N1CCC(Oc2ccc(C(=O)N3CCCC[C@@H]3CCO)cc2)CC1
energy relative to the best compared isomer or geometry (same formula, charge and spin): 0.7086 eV
2S+1: 1
frontier orbital gap: 0.339 Ha

```
64
Properties=species:S:1:pos:R:3:forces:R:3:lowdin_charge:R:1
C 6.287 5.966 -2.590 0.007 0.046 -0.105 -0.107
O 6.877 5.284 -1.510 0.056 0.087 0.174 -0.184
C 6.753 3.884 -1.569 -0.022 -0.272 0.041 -0.222
C 5.324 3.390 -1.286 0.439 0.197 -0.347 -0.072
C 4.517 3.222 -2.567 -0.055 0.099 0.391 -0.454
O 5.039 3.221 -3.665 0.274 -0.036 -0.250 0.053
N 3.172 3.087 -2.427 -0.303 0.079 -0.193 -0.059
C 2.444 2.866 -1.201 0.002 -0.218 0.308 -0.141
H 3.069 3.070 -0.334 -0.065 0.064 -0.064 0.112
C 1.932 1.424 -1.141 -0.308 0.078 -0.112 -0.095
H 1.382 1.263 -0.213 0.009 -0.021 0.030 0.114
H 2.777 0.732 -1.160 0.024 -0.032 0.011 0.133
C 1.044 1.134 -2.357 0.403 0.301 0.018 -0.336
C 1.834 1.427 -3.634 -0.294 0.071 0.242 -0.091
C 2.362 2.860 -3.609 0.081 -0.141 -0.353 -0.129
H 2.990 3.049 -4.480 -0.177 0.033 0.109 0.123
H 1.527 3.569 -3.603 0.031 0.005 -0.024 0.132
H 1.196 1.277 -4.505 -0.019 -0.030 -0.034 0.126
H 2.668 0.726 -3.698 0.044 -0.032 -0.019 0.133
O 0.660 -0.228 -2.410 -0.082 -0.176 -0.054 -0.008
C -0.338 -0.698 -1.617 -0.121 -0.240 0.080 -0.250
C -0.608 -2.063 -1.748 0.127 0.172 -0.035 0.015
C -1.605 -2.656 -1.007 -0.059 0.109 0.111 -0.001
C -2.345 -1.909 -0.095 -0.021 0.196 -0.215 -0.158
C -2.090 -0.550 0.023 -0.067 -0.323 -0.017 -0.027
C -1.097 0.056 -0.727 0.213 0.247 -0.166 -0.007
H -0.937 1.117 -0.611 0.054 0.081 -0.021 0.106
H -2.680 0.051 0.699 -0.046 0.053 0.097 0.121
C -3.469 -2.556 0.643 0.135 0.077 0.058 -0.400
O -4.396 -3.074 0.030 -0.111 -0.143 -0.347 0.056
N -3.432 -2.525 1.992 -0.104 0.031 -0.031 -0.002
C -2.271 -2.167 2.775 0.386 0.327 0.178 -0.140
C -2.637 -1.126 3.830 0.065 -0.308 0.080 -0.168
C -3.750 -1.675 4.717 -0.102 0.220 -0.128 -0.196
C -4.945 -2.062 3.850 0.135 -0.116 0.007 -0.137
H -5.731 -2.504 4.464 -0.074 0.002 -0.029 0.117
H -5.349 -1.158 3.387 -0.063 0.016 -0.003 0.120
C -4.568 -3.049 2.739 -0.600 -0.162 0.151 -0.274
C -4.322 -4.471 3.261 0.070 -0.045 -0.541 -0.117
H -3.533 -4.484 4.013 0.031 -0.018 0.123 0.106
H -5.245 -4.819 3.727 -0.010 -0.005 0.077 0.124
C -3.942 -5.451 2.139 0.170 0.071 0.429 -0.271
O -4.924 -5.581 1.153 -0.396 0.098 -0.323 -0.064
H -4.940 -4.763 0.621 0.068 -0.130 0.120 0.051
H -3.813 -6.448 2.572 0.113 0.116 -0.021 0.118
H -2.979 -5.148 1.697 -0.022 -0.066 0.071 0.116
H -5.400 -3.098 2.028 0.196 0.005 0.179 0.150
H -4.054 -0.925 5.449 0.016 -0.056 0.070 0.110
H -3.385 -2.545 5.266 0.037 -0.021 0.086 0.108
H -1.754 -0.885 4.423 0.038 0.042 -0.016 0.113
H -2.978 -0.214 3.338 0.027 0.077 -0.046 0.111
H -1.490 -1.793 2.112 -0.081 -0.145 0.141 0.118
H -1.888 -3.066 3.275 0.047 0.042 -0.034 0.130
H -1.819 -3.708 -1.127 -0.033 -0.109 -0.041 0.125
H -0.023 -2.632 -2.452 0.075 -0.076 -0.084 0.121
H 0.153 1.778 -2.333 0.061 -0.072 -0.005 0.152
H 1.590 3.555 -1.180 0.084 0.007 0.088 0.134
H 4.846 4.109 -0.620 -0.014 -0.087 0.084 0.122
H 5.371 2.421 -0.786 -0.063 -0.010 0.090 0.127
H 7.073 3.510 -2.552 -0.001 0.017 0.171 0.121
H 7.433 3.511 -0.800 -0.098 -0.040 -0.081 0.124
H 6.594 7.006 -2.500 -0.072 0.006 -0.049 0.089
H 5.193 5.907 -2.561 0.005 0.035 -0.032 0.086
H 6.629 5.559 -3.548 -0.036 0.028 0.008 0.093
```
Forces are in eV/Å.



Record 3
This record from the Open Molecules 2025 dataset describes C38H30FN7O9S2Sc as an isolated structure. The level of theory is wB97M-V/def2-TZVPD.

M: 856.79 g mol⁻¹
E_HOMO: -4.3 eV
charge: -1
DFT total energy: -4183.8081 a.u.
energy relative to the best compared isomer or geometry (same formula, charge and spin): 0.0000 eV
2S+1: 1
frontier orbital gap: 0.219 Ha

```
88
Properties=species:S:1:pos:R:3:forces:R:3:lowdin_charge:R:1
Sc -1.429 -1.471 0.587 -1.107 0.522 -0.185 0.795
C 1.428 -4.360 2.728 -0.025 0.012 -0.022 0.033
C 0.628 -3.928 1.530 -0.106 -0.042 0.093 -0.482
O -0.223 -3.048 1.647 0.200 0.135 -0.075 -0.040
N 0.867 -4.544 0.366 -0.022 -0.046 -0.028 0.108
C 0.146 -4.209 -0.863 0.019 0.012 -0.008 -0.082
C -1.306 -4.625 -0.823 -0.004 -0.039 0.029 -0.237
C -1.707 -5.787 -1.465 -0.001 0.005 0.004 -0.021
C -3.037 -6.174 -1.403 0.006 0.011 0.001 -0.061
C -3.918 -5.388 -0.687 0.013 -0.016 -0.008 -0.032
C -3.435 -4.241 -0.073 -0.035 0.009 0.015 -0.079
N -2.165 -3.855 -0.142 0.186 0.099 -0.076 0.092
H 1.955 -3.490 3.118 0.003 0.001 0.003 0.095
H 2.142 -5.151 2.507 0.002 -0.001 -0.008 0.076
H 0.734 -4.694 3.498 -0.001 0.004 0.003 0.098
H 1.547 -5.282 0.348 -0.001 0.004 -0.002 0.139
H 0.649 -4.723 -1.680 -0.001 0.014 -0.001 0.131
H 0.228 -3.141 -1.051 -0.016 -0.011 -0.011 0.096
H -0.982 -6.371 -2.017 0.001 -0.001 -0.003 0.108
H -3.374 -7.070 -1.908 -0.004 -0.003 -0.002 0.105
H -4.967 -5.634 -0.603 -0.003 -0.007 -0.002 0.110
H -4.096 -3.603 0.493 0.003 -0.024 -0.003 0.080
F 0.108 5.178 1.403 -0.001 0.027 0.016 0.057
C 0.483 4.382 0.372 -0.150 -0.108 0.001 -0.197
C -0.260 3.263 0.144 0.063 0.084 0.024 0.096
C 0.040 2.421 -0.930 -0.144 0.041 0.126 -0.049
C -0.560 1.093 -0.993 0.338 -0.105 -0.237 -0.281
O -1.151 0.654 0.011 0.058 -0.048 0.127 -0.115
C -0.276 0.362 -2.192 0.067 0.170 -0.012 -0.014
C 0.642 0.860 -3.061 -0.020 -0.064 0.002 0.048
N 1.339 2.002 -2.894 -0.061 -0.083 -0.038 0.025
C 2.458 2.304 -3.747 0.018 0.011 -0.082 -0.255
C 3.336 1.185 -4.213 0.024 -0.009 -0.024 -0.079
C 3.842 2.151 -3.183 0.020 -0.041 0.036 -0.091
C 1.048 2.810 -1.811 -0.066 0.047 0.107 -0.118
C 1.823 3.936 -1.531 0.054 0.126 0.043 0.050
C 1.637 4.691 -0.381 0.056 0.048 0.041 -0.143
N 2.592 5.648 0.024 0.137 -0.075 -0.082 -0.050
C 3.956 5.363 -0.460 -0.021 -0.001 -0.066 -0.150
C 4.474 4.049 0.126 -0.046 0.072 0.038 -0.154
N 4.367 3.993 1.598 0.152 0.232 -0.134 -0.055
C 3.145 4.599 2.172 0.034 -0.130 -0.025 -0.146
C 2.724 5.881 1.473 -0.029 0.027 0.016 -0.144
C -0.699 -1.059 -2.457 0.171 -0.097 -0.071 -0.589
O -0.392 -1.574 -3.531 -0.119 -0.003 0.025 0.032
O -1.290 -1.651 -1.496 0.375 -0.186 0.173 -0.187
H -1.067 3.002 0.818 -0.001 -0.011 -0.001 0.151
H 0.888 0.256 -3.922 0.027 0.017 -0.028 0.141
H 2.278 3.119 -4.438 0.010 0.017 -0.002 0.151
H 3.711 1.248 -5.225 0.003 0.002 -0.008 0.103
H 3.106 0.187 -3.872 -0.008 -0.016 0.007 0.111
H 4.585 2.881 -3.472 0.027 0.027 -0.013 0.104
H 3.900 1.779 -2.166 -0.011 0.005 -0.014 0.087
H 2.656 4.148 -2.178 -0.019 -0.011 0.018 0.095
H 4.582 6.203 -0.153 -0.011 0.005 0.027 0.118
H 3.993 5.345 -1.548 -0.001 -0.009 0.008 0.108
H 5.520 3.887 -0.136 0.002 0.026 -0.036 0.128
H 3.914 3.202 -0.270 -0.004 0.003 -0.008 0.080
H 5.182 4.424 2.019 -0.011 0.043 -0.017 0.130
H 4.164 2.533 2.097 -0.382 -0.789 1.060 0.101
H 3.322 4.755 3.236 -0.030 0.016 0.005 0.135
H 2.342 3.862 2.098 0.004 0.031 0.015 0.115
H 3.487 6.652 1.594 0.002 0.005 -0.007 0.119
H 1.805 6.269 1.896 0.017 -0.019 -0.002 0.113
S -3.203 -1.618 2.496 0.274 -0.356 0.019 0.621
C -4.756 -1.819 1.730 0.053 0.141 0.021 -0.739
C -5.786 -2.480 2.390 -0.073 0.031 0.021 -0.080
C -7.036 -2.662 1.803 0.068 -0.029 0.039 -0.213
C -8.057 -3.371 2.515 -0.056 0.052 -0.039 -0.200
N -8.877 -3.934 3.094 0.022 -0.032 0.020 0.137
C -7.262 -2.158 0.513 0.008 0.013 -0.055 -0.211
C -6.241 -1.492 -0.154 -0.023 0.027 -0.046 -0.067
C -4.978 -1.315 0.417 0.000 0.117 0.274 -0.723
S -3.690 -0.528 -0.413 -0.292 -0.333 -0.133 0.701
C -8.529 -2.331 -0.137 -0.027 0.012 0.061 -0.195
N -9.545 -2.459 -0.662 0.007 -0.011 -0.033 0.140
H -5.609 -2.870 3.384 0.007 0.002 0.002 0.109
H -6.421 -1.114 -1.152 0.004 -0.003 0.001 0.111
O 3.765 1.820 2.807 0.188 0.529 -1.192 0.060
C 2.771 1.121 2.303 0.095 0.076 0.326 -0.188
C 2.626 0.710 0.936 -0.007 -0.137 -0.084 -0.300
O 3.335 1.021 -0.032 0.002 0.007 0.042 0.022
C 1.455 -0.205 0.946 0.081 0.219 0.089 -0.244
C 0.756 -0.029 2.243 -0.042 -0.088 0.079 -0.233
O -0.366 -0.467 2.445 0.015 0.015 -0.141 0.023
C 1.667 0.717 3.159 -0.041 -0.083 0.095 -0.307
O 1.512 0.938 4.345 0.021 0.008 -0.071 0.097
O 1.032 -0.980 0.093 0.085 -0.088 -0.019 0.070
```
Forces are in eV/Å.



Record 4
This record from the Open Molecules 2025 dataset describes C16H11IrN7OSe as an isolated structure. The level of theory is wB97M-V/def2-TZVPD.

M: 588.49 g mol⁻¹
E_HOMO (spin up / spin down): -15.2 / -15.2 eV
charge: +2
DFT total energy: -3580.0467 a.u.
energy relative to the best compared isomer or geometry (same formula, charge and spin): 0.2629 eV
2S+1: 2
frontier orbital gap (spin up / spin down): 0.229 / 0.186 Ha

```
37
Properties=species:S:1:pos:R:3:forces:R:3:mulliken_spin:R:1
Ir -0.919 0.629 -0.862 -0.051 -0.259 -0.211 0.505
N 3.332 1.082 -0.979 -0.006 -0.010 0.027 0.026
C 2.066 1.173 -1.299 0.035 0.013 -0.029 -0.008
N 1.097 0.638 -0.569 -0.004 0.154 0.059 0.022
C 1.417 -0.090 0.600 0.060 -0.025 -0.004 -0.030
N 0.483 -0.647 1.312 -0.049 -0.009 -0.044 0.012
N -0.752 -0.425 0.765 0.124 -0.085 0.058 -0.044
C -1.843 -0.862 1.311 -0.023 -0.015 -0.032 0.102
C -3.074 -0.515 0.619 0.075 0.021 0.018 0.018
C -4.319 -0.914 1.053 -0.024 -0.006 0.002 0.035
C -5.443 -0.516 0.327 0.013 -0.022 0.016 -0.012
C -5.275 0.268 -0.795 0.017 0.014 -0.008 0.032
C -3.987 0.633 -1.190 -0.032 -0.051 -0.047 0.004
N -2.918 0.253 -0.505 -0.036 0.126 0.098 0.017
C 2.808 -0.187 0.985 -0.042 0.002 -0.003 0.004
C 3.217 -0.860 2.141 0.000 -0.008 -0.005 -0.007
C 4.556 -0.913 2.459 -0.002 -0.003 -0.005 0.009
C 5.505 -0.296 1.638 0.000 -0.003 0.008 -0.010
C 5.123 0.372 0.492 -0.004 -0.005 -0.012 0.008
C 3.772 0.418 0.176 0.019 0.010 -0.011 -0.007
H 4.019 1.512 -1.587 -0.003 0.016 0.004 -0.001
H 1.801 1.711 -2.200 -0.021 0.001 0.001 -0.003
H -1.809 -1.457 2.217 -0.028 0.038 0.024 -0.014
H -4.409 -1.524 1.941 -0.012 -0.003 -0.004 0.000
H -6.431 -0.823 0.641 0.001 0.010 0.013 0.000
H -6.120 0.607 -1.377 0.003 -0.018 -0.015 0.001
H -3.811 1.230 -2.074 0.010 0.016 0.009 0.001
H 2.474 -1.329 2.770 0.004 -0.004 0.001 0.000
H 4.878 -1.435 3.349 0.001 0.010 0.006 0.000
H 6.553 -0.339 1.903 0.001 -0.008 -0.005 0.000
H 5.856 0.849 -0.145 0.001 -0.001 0.000 0.000
O -1.344 3.871 -3.646 -0.025 0.051 -0.031 0.123
C -1.244 2.946 -2.957 0.039 -0.177 0.067 0.006
N -1.141 1.971 -2.248 -0.070 0.299 -0.018 0.157
Se -0.926 -1.180 -2.441 0.195 -0.102 0.150 0.045
C -1.432 -2.526 -1.293 -0.125 0.025 -0.100 0.000
N -1.758 -3.326 -0.531 -0.040 0.007 0.024 0.007
```
Forces are in eV/Å.